No. 1
ORCA calculation (ωB97M-V with the def2-TZVPD basis set) on a structure of composition C3H23O9Y.

LUMO level, eV: -9.1
Charge: +2
E, eV: -22940.34885
Highest occupied orbital energy, eV: -15.383
Kohn-Sham gap, eV: 6.3
2S+1: 1
Energy relative to the best compared isomer or geometry (same formula, charge and spin), kJ/mol: 465.1

Atoms and positions in Å:
Y: -0.03559 0.95323 3.73196
C: 1.29097 -1.06789 0.31507
C: 0.53104 0.25417 0.26023
C: -0.87290 -0.03832 -0.26489
O: 0.51484 0.94337 1.48052
H: 1.68064 -1.34962 -0.66605
H: 0.68528 -1.89731 0.69471
H: 2.24712 -1.01299 0.85873
H: 0.99565 0.84925 -0.53817
H: -0.80932 -0.37450 -1.30066
H: -1.51270 0.84641 -0.31860
H: -1.45010 -0.81165 0.26104
O: 0.59220 3.76304 0.43241
H: 0.96927 4.04192 -0.41184
H: 0.66814 2.79567 0.43235
O: -1.82743 -0.32392 2.86790
H: -2.54412 -0.87298 3.22933
H: -1.67313 -0.65000 1.95873
O: 0.49935 3.28441 3.09396
H: 0.12050 4.12845 3.38752
H: 0.73808 3.44379 2.13110
O: 0.74222 -1.22224 3.46718
H: 0.81410 -2.08535 3.91128
H: 1.38453 -1.25325 2.72417
O: -3.68827 -1.27567 -2.06945
H: -2.82459 -1.69060 -1.91620
H: -3.49974 -0.41499 -2.45666
O: -1.47078 -3.07724 -2.04174
H: -0.58844 -2.87794 -1.71213
H: -1.36437 -3.89196 -2.54864
O: 3.26953 -0.35617 -2.82933
H: 3.12851 -1.22237 -2.43765
H: 2.40529 0.08379 -2.84225
O: 0.67927 0.75657 -3.55060
H: -0.04230 0.21126 -3.22100
H: 0.24729 1.41159 -4.11231

Mulliken atomic charge list, values in e, 5 entries: 1.9083 -1.9372 1.5927 -1.0991 -0.6207



No. 2
ORCA calculation (ωB97M-V with the def2-TZVPD basis set) on a cluster of 9 separate species, C3H24NO8S in total.

LUMO level, eV: 3.0
Charge: -1
E, eV: -32207.60042
Highest occupied orbital energy, eV: -3.616
Kohn-Sham gap, eV: 6.6
2S+1: 1
Energy relative to the best compared isomer or geometry (same formula, charge and spin), kJ/mol: 0.0

Atoms and positions in Å:
C: -0.28836 -2.68069 1.07719
C: 0.13302 -1.22439 1.38461
C: 0.83740 -0.48148 0.23155
S: 1.18772 -1.37430 -1.36312
N: -0.96103 -0.36676 1.86113
H: 0.24537 -3.17475 0.26292
H: -1.33249 -2.69414 0.77192
H: 0.09051 -3.32197 1.87724
H: 0.85008 -1.30742 2.21126
H: 0.26371 0.36553 -0.16945
H: 1.78462 -0.07694 0.60323
H: -1.42071 -0.00456 1.03699
H: -1.62901 -0.89684 2.40293
H: -0.50944 1.38169 2.60186
H: -1.26418 2.63118 3.24378
O: -0.44581 2.31765 2.86482
H: 3.59449 -1.46093 -1.61449
H: 3.90362 -1.48724 -0.18112
O: 4.29905 -1.22293 -1.01717
H: 2.37874 1.07575 -2.38965
H: 1.61678 0.25954 -3.37811
O: 1.98058 1.14605 -3.25644
H: -0.86765 0.46864 -1.86887
H: -1.00150 1.79576 -1.38131
O: -1.39044 0.92151 -1.18436
H: -3.89187 -0.98085 -0.61975
H: -2.89017 0.24479 -0.44370
O: -3.71293 -0.16316 -0.13397
H: 2.34289 2.50209 1.65351
H: 0.83775 2.93051 1.40837
O: 1.71039 2.82085 1.00903
H: -2.55147 -3.06016 -0.89598
H: -2.75069 -2.54673 -2.29821
O: -3.06176 -2.41618 -1.39837
H: 1.20032 2.94486 -1.19055
H: 0.43822 3.90590 -0.52299
O: 0.27424 3.23015 -1.19474

Mulliken atomic charge list, values in e, 5 entries: -1.3472 0.5724 0.2687 -0.8074 -0.6246



No. 3
ORCA calculation (ωB97M-V with the def2-TZVPD basis set) on a cluster of 10 separate species, C3H25N2O11 in total.

LUMO level, eV: 2.8
Charge: -1
E, eV: -29023.20915
Highest occupied orbital energy, eV: -6.039
Kohn-Sham gap, eV: 8.8
2S+1: 1
Energy relative to the best compared isomer or geometry (same formula, charge and spin), kJ/mol: 0.0

Atoms and positions in Å:
O: 0.87407 -2.84725 -0.23959
C: 0.42842 -2.03080 0.56077
N: 0.94385 -0.76562 0.60759
C: 2.15869 -0.43667 -0.11092
O: 2.03615 0.77983 -0.78281
C: -0.64323 -2.41792 1.57487
N: -1.55716 -1.45477 2.11129
H: 0.35823 -0.02548 0.99615
H: 2.28887 -1.14404 -0.92667
H: 3.06451 -0.59241 0.48951
H: -0.09189 -2.92337 2.38426
H: -1.12900 -3.29141 1.13592
H: -1.27728 -0.48359 2.14274
H: -2.45286 -1.51497 1.67788
H: 1.87606 1.60236 -0.27728
H: 2.22423 2.02218 1.73975
O: 1.49039 2.48315 1.32743
H: -0.83530 2.51473 0.59474
H: -0.03540 3.56456 -0.05921
O: -0.83211 3.05778 -0.26847
H: -2.16192 0.48250 -0.80281
H: -2.05141 0.70705 0.77624
O: -2.50015 0.20303 0.07115
H: -1.54584 2.10740 -1.63586
H: -0.71176 1.32164 -2.70841
O: -1.60629 1.38525 -2.29342
H: 1.19208 -2.10293 -2.54597
H: 0.05107 -2.03658 -3.44220
O: 1.03155 -2.04151 -3.50238
H: 1.12060 0.53389 3.19647
H: 0.05488 -0.38518 3.73673
O: 0.87572 0.05601 3.99437
H: -1.63778 -0.41734 -2.45816
H: -1.20695 -1.54292 -1.54456
O: -1.47503 -1.38924 -2.45940
H: 0.85290 -0.18015 -3.43907
H: 1.22514 1.06549 -2.51234
O: 0.78304 0.79091 -3.33941
H: 0.61971 2.24759 1.79803
H: -1.01405 1.69854 2.66237
O: -0.78479 1.40027 1.77067

Mulliken atomic charge list, values in e, 5 entries: -0.6898 0.4757 0.4819 -0.6444 -0.4883



No. 4
ORCA calculation (ωB97M-V with the def2-TZVPD basis set) on a cluster of 9 separate species, C3H25N2O8S in total.

LUMO level, eV: 2.7
Charge: -1
E, eV: -33712.84972
Highest occupied orbital energy, eV: -4.333
Kohn-Sham gap, eV: 7.1
2S+1: 1
Energy relative to the best compared isomer or geometry (same formula, charge and spin), kJ/mol: 268.0

Atoms and positions in Å:
C: -1.27181 0.01942 0.27385
C: -1.95314 -0.46974 -1.10709
S: -1.04865 -0.26561 -2.56736
N: 0.03701 -0.57527 0.62868
C: 1.03083 0.40400 0.93860
N: 0.78884 1.16459 2.21494
H: -2.07270 -0.31702 0.94660
H: -1.28720 1.12383 0.22261
H: -2.04493 -1.59023 -0.79873
H: -2.92891 0.01211 -1.30080
H: 0.40928 -1.31233 -0.02054
H: 1.96993 -0.19676 1.19719
H: 1.09716 1.15286 0.04518
H: 1.52153 1.00454 2.97332
H: 0.00156 0.74144 2.71958
H: -0.76497 -3.63443 -0.88544
H: -0.11933 -2.85359 -1.89312
O: 0.05893 -3.59246 -1.31593
H: -2.41379 -2.78281 0.63764
H: -1.49211 -3.86305 1.21982
O: -2.06601 -3.63334 0.44355
H: 0.52092 -1.93479 2.27158
H: 1.74441 -2.79116 1.90954
O: 1.10361 -2.64657 2.69444
H: 1.27104 2.31007 -2.89151
H: 0.95477 1.34728 -1.92505
O: 1.67084 1.97054 -2.06120
H: 2.27816 3.03559 0.42977
H: 2.18262 2.91764 1.83939
O: 2.83895 2.98300 1.20285
H: 1.54536 -2.01265 -3.21980
H: 1.87103 -0.93771 -2.22850
O: 2.20608 -1.82525 -2.53402
H: -0.09808 3.30595 1.93538
H: -1.43541 2.93932 1.99069
O: -0.91577 3.71437 1.77332
H: -1.52017 1.99616 -1.27518
H: -1.64633 2.41636 -2.67405
O: -2.02357 2.67570 -1.81021

Mulliken atomic charge list, values in e, 5 entries: -0.4306 -0.5002 -0.5191 0.0139 0.3695



No. 5
ORCA calculation (ωB97M-V with the def2-TZVPD basis set) on a cluster of 10 separate species, C3H25NO11 in total.

LUMO level, eV: 0.0
Charge: 0
SMILES: NC(=O)CCO.O.O.O.O.O.O.O.O.O
E, eV: -27529.81113
Highest occupied orbital energy, eV: -9.832
Kohn-Sham gap, eV: 9.8
2S+1: 1
Energy relative to the best compared isomer or geometry (same formula, charge and spin), kJ/mol: 226.7

Atoms and positions in Å:
N: 0.06372 0.43350 -0.31775
C: 0.84664 0.95123 0.65856
O: 0.43050 1.09117 1.79842
C: 2.12229 1.60991 0.18790
C: 2.74867 2.45621 1.30731
O: 3.31975 1.60554 2.30462
H: -0.84071 0.12264 -0.05356
H: 0.27744 0.32536 -1.29679
H: 2.83166 0.78145 -0.01469
H: 2.18209 2.13053 -0.77441
H: 3.61342 2.95810 0.88248
H: 1.95215 3.04622 1.76048
H: 2.68281 1.48917 2.99840
O: -1.60278 -3.56744 -1.68906
H: -1.27187 -4.17118 -2.34676
H: -2.54474 -3.50055 -1.87362
O: 2.15528 1.33494 -3.82281
H: 2.36185 0.45821 -4.14823
H: 1.41507 1.15761 -3.21306
O: -2.70275 2.14158 -1.92362
H: -3.32165 1.49922 -1.54312
H: -2.64209 2.77137 -1.19737
O: -0.26447 -1.78497 -4.13020
H: -1.11102 -1.36432 -3.91453
H: 0.24449 -1.96885 -3.33007
O: -1.76713 -1.13068 2.28545
H: -1.83064 -0.56252 3.06669
H: -0.87009 -0.88108 1.98016
O: -4.18424 -0.12370 0.75808
H: -4.58249 -0.98204 0.66788
H: -3.45218 -0.23660 1.35519
O: -0.62927 0.73650 -3.01001
H: -1.37158 1.33348 -2.72509
H: -0.27422 0.87028 -3.88404
O: 0.40777 -0.89276 4.29006
H: -0.28676 -1.48380 4.53694
H: 1.09116 -1.34485 3.79372
O: 1.03771 -3.20417 2.38410
H: 0.96051 -2.79031 1.52020
H: 0.27083 -3.78643 2.46930

Mulliken atomic charge list, values in e, 5 entries: -0.0367 0.5694 -0.6397 -0.4092 -0.6612



No. 6
ORCA calculation (ωB97M-V with the def2-TZVPD basis set) on a cluster of 9 separate species, C3H25O9 in total.

LUMO level, eV: -3.9
Charge: +1
E, eV: -21936.63263
Highest occupied orbital energy, eV: -12.616
Kohn-Sham gap, eV: 8.7
2S+1: 1
Energy relative to the best compared isomer or geometry (same formula, charge and spin), kJ/mol: 203.5

Atoms and positions in Å:
O: 21.52899 -28.22245 13.70203
H: 21.51161 -27.21048 13.68116
H: 22.12758 -28.64773 13.03117
H: 21.79649 -28.49291 14.61771
O: 23.13515 -24.77292 11.75187
H: 23.10876 -25.53796 11.15586
H: 22.63201 -24.05264 11.32723
H: 22.59746 -25.00097 12.64490
C: 22.76565 -24.78487 15.70129
C: 21.47105 -24.92538 14.91521
C: 20.61501 -23.65117 14.97351
O: 21.57763 -25.47510 13.63234
H: 23.43639 -23.97633 15.37742
H: 23.46421 -25.62490 15.62196
H: 22.55931 -24.61743 16.75851
H: 20.92587 -25.65198 15.54375
H: 21.01247 -22.93135 14.25362
H: 20.47772 -23.27592 15.98734
H: 19.57922 -23.81575 14.66380
O: 19.55140 -24.71312 11.86410
H: 20.14619 -24.99443 12.59343
H: 20.08447 -24.15307 11.29533
O: 22.59728 -28.34216 16.16222
H: 22.12365 -28.26312 16.99792
H: 23.51244 -28.12130 16.37681
O: 22.99880 -29.18275 11.65229
H: 23.13171 -28.48600 11.00151
H: 22.64920 -29.92661 11.14344
O: 20.22484 -30.27686 15.77755
H: 19.60874 -29.82181 16.36182
H: 20.95060 -30.54993 16.34848
O: 24.19062 -30.55809 14.49845
H: 23.67982 -29.88265 14.95483
H: 24.61710 -31.05453 15.20431
O: 24.56021 -27.81603 13.67753
H: 24.51111 -28.52054 13.01822
H: 25.09245 -27.12653 13.26816

Mulliken atomic charge list, values in e, 5 entries: -0.2878 0.4638 0.4464 0.4212 -0.4178



No. 7
ORCA calculation (ωB97M-V with the def2-TZVPD basis set) on a cluster of 9 separate species, C3H26N2O8 in total.

LUMO level, eV: 0.3
Charge: 0
SMILES: CNCCN.O.O.O.O.O.O.O.O
E, eV: -22891.09572
Highest occupied orbital energy, eV: -9.408
Kohn-Sham gap, eV: 9.7
2S+1: 1
Energy relative to the best compared isomer or geometry (same formula, charge and spin), kJ/mol: 118.5

Atoms and positions in Å:
C: 0.17878 -0.08995 -2.88669
N: -0.70652 -0.35631 -1.68202
C: -0.37667 0.41217 -0.46324
C: -1.06040 1.76851 -0.49619
N: -1.37824 2.25470 0.83926
H: -0.14368 0.93069 -3.33008
H: 1.18965 -0.02679 -2.76282
H: -0.07095 -0.72495 -3.77054
H: -1.66101 0.06357 -2.03376
H: 0.73943 0.49653 -0.38136
H: -0.60653 -0.27210 0.45422
H: -1.93397 1.67746 -1.17833
H: -0.26695 2.42512 -0.86663
H: -2.25186 2.02804 1.10402
H: -1.36540 3.29136 1.03336
O: -3.28238 -1.96411 -0.00578
H: -3.14573 -1.72468 -0.86624
H: -2.88091 -2.85806 -0.01986
O: 0.97642 -3.12719 2.01329
H: 0.81709 -3.20353 1.09892
H: 0.10872 -3.24937 2.44636
O: 3.69657 1.27481 0.76316
H: 3.86385 1.62683 1.57105
H: 2.81325 0.91653 0.83675
O: 3.01756 1.79691 -1.65980
H: 3.43767 1.57749 -0.81297
H: 3.76953 1.63917 -2.22390
O: -3.90434 1.06776 0.32224
H: -4.18824 0.24060 0.55734
H: -3.30969 1.07520 -0.34497
O: 1.20253 1.00740 1.91418
H: 1.25312 0.35146 2.64880
H: 0.34160 1.51942 1.77714
O: -0.30421 -2.91929 -0.55300
H: 0.21086 -3.41146 -1.33109
H: -0.25241 -2.01580 -0.89218
O: 1.65277 -0.97598 3.36639
H: 2.39239 -0.77087 2.96030
H: 1.42831 -1.75128 2.85468

Mulliken atomic charge list, values in e, 5 entries: -1.0517 -0.4128 0.1723 -1.0236 -0.4635